Version 1
Molecular formula: C4H9N3
Method: DFT, ωB97M-V with the def2-TZVPD basis set

Structure (XYZ):
```
16
C4H9N3 (ωB97M-V with the def2-TZVPD basis set)
N 0.895 -0.699 -1.306
N 0.430 1.336 -0.365
N 1.271 0.182 -0.399
C 1.528 -0.512 0.847
C -0.914 0.965 -0.673
C -1.595 -0.056 0.182
C -1.161 -0.393 -1.169
H -1.140 -0.282 1.085
H -1.505 1.765 -0.945
H 2.391 -0.157 1.432
H 1.835 -1.508 0.544
H 0.627 -0.535 1.487
H -2.751 0.148 0.243
H -1.672 -0.844 -1.962
H 0.802 2.075 -1.008
H 1.211 -1.638 -1.261
```

Kohn-Sham gap in eV: 8.37

=====

Version 2
Molecular formula: C4H9N3
Method: DFT, ωB97M-V with the def2-TZVPD basis set

Structure (XYZ):
```
16
C4H9N3 (ωB97M-V with the def2-TZVPD basis set)
N -2.342 0.411 -0.852
N 2.358 0.167 0.372
N 2.259 -0.811 1.357
C -0.021 -0.019 -0.178
C 1.214 0.531 -0.321
C -1.101 0.611 -0.923
C -2.761 -0.646 -0.041
H -3.921 -0.518 0.001
H 1.493 1.432 -0.934
H -2.532 -1.716 -0.453
H 1.868 -0.285 2.235
H -2.262 -0.629 0.947
H 3.287 -1.148 1.463
H -0.703 1.478 -1.541
H -0.165 -0.840 0.462
H 3.024 1.002 0.462
```

Kohn-Sham gap in eV: 8.70
SMILES: C/N=C\C=C\NN

=====

Version 3
Molecular formula: C4H9N3
Method: DFT, ωB97M-V with the def2-TZVPD basis set

Structure (XYZ):
```
16
C4H9N3 (ωB97M-V with the def2-TZVPD basis set)
N -1.301 -1.724 -1.232
N 2.167 0.823 -0.504
N 0.861 0.590 1.489
C 0.888 0.827 0.124
C -1.962 -0.361 0.592
C -1.006 -0.719 -0.516
C 0.109 0.190 -0.809
H 2.821 1.510 -0.152
H 1.674 0.906 2.002
H -2.914 -0.049 0.154
H 2.354 0.540 -1.453
H -1.595 0.448 1.206
H 0.261 0.394 -1.865
H -0.703 -1.841 -2.056
H 0.495 -0.302 1.794
H -2.147 -1.231 1.225
```

Kohn-Sham gap in eV: 8.42
SMILES: [H]/N=C(/C)C=C(N)N

=====

Version 4
Molecular formula: C4H9N3
Method: DFT, ωB97M-V with the def2-TZVPD basis set

Structure (XYZ):
```
16
C4H9N3 (ωB97M-V with the def2-TZVPD basis set)
N -0.775 0.527 -0.152
N 2.985 0.719 0.132
N -0.156 -0.334 -0.732
C 2.725 0.154 -0.808
C 0.178 -1.505 -0.104
C -1.044 1.695 -0.732
C -1.227 0.278 1.230
H 0.462 -1.653 1.014
H -1.258 2.620 -0.294
H 1.103 -1.873 -0.612
H -0.515 0.668 2.023
H 2.383 -0.386 -1.594
H -0.581 -2.326 -0.275
H -0.883 1.652 -1.765
H -2.205 0.666 1.376
H -1.191 -0.902 1.294
```

Kohn-Sham gap in eV: 8.21

=====

Stability order, top to bottom: version 3, version 2, version 4, version 1

=====

Version 1
Molecular formula: C4H9N3
Method: DFT, ωB97M-V with the def2-TZVPD basis set

Structure (XYZ):
```
16
C4H9N3 (ωB97M-V with the def2-TZVPD basis set)
N -2.032 -0.786 0.821
N 0.243 -0.311 0.633
N 1.440 -0.513 1.347
C -1.017 0.555 -1.302
C -0.846 -0.838 1.259
C 1.425 0.840 -1.088
C 0.280 0.373 -0.587
H -1.719 1.099 -0.677
H -2.709 -1.235 1.429
H -1.467 -0.409 -1.519
H 1.868 0.384 1.572
H 1.430 1.361 -2.026
H 2.099 -1.045 0.780
H -0.852 1.099 -2.228
H 2.386 0.736 -0.614
H -0.531 -1.311 2.199
```

Kohn-Sham gap in eV: 9.30
SMILES: [H]/N=C/N(N)C(=C)C

=====

Version 2
Molecular formula: C4H9N3
Method: DFT, ωB97M-V with the def2-TZVPD basis set

Structure (XYZ):
```
16
C4H9N3 (ωB97M-V with the def2-TZVPD basis set)
N -2.535 -0.132 -0.118
N -0.403 -1.365 -0.012
N -2.070 1.183 0.025
C 1.819 -0.582 0.048
C 2.943 0.428 -0.051
C 0.505 -0.300 -0.088
C -1.670 -1.213 -0.035
H -2.539 1.770 -0.652
H -3.494 -0.332 0.163
H -2.292 -2.127 -0.015
H 0.147 0.703 -0.295
H -2.232 1.522 0.992
H 3.541 0.452 0.869
H 2.561 1.446 -0.208
H 3.621 0.174 -0.850
H 2.099 -1.628 0.227
```

Kohn-Sham gap in eV: 8.54
SMILES: C/C=C/N=C\NN

=====

Stability order, top to bottom: version 1, version 2

=====

Version 1
Molecular formula: C4H9N3
Method: DFT, ωB97M-V with the def2-TZVPD basis set

Structure (XYZ):
```
16
C4H9N3 (ωB97M-V with the def2-TZVPD basis set)
N -0.097 0.578 -0.307
N 0.559 -1.542 0.086
N -0.996 1.573 0.049
C 1.796 -0.699 -0.054
C -1.866 -1.141 -0.035
C 1.327 0.737 0.004
C -0.449 -0.726 -0.073
H -0.689 1.949 0.958
H -0.968 2.355 -0.616
H 2.242 -0.966 -1.036
H 1.420 1.121 1.024
H 2.598 -0.913 0.678
H -2.404 -0.714 0.838
H -2.008 -2.223 0.105
H -2.335 -0.830 -0.988
H 1.869 1.441 -0.634
```

Kohn-Sham gap in eV: 9.36
SMILES: CC1=NCCN1N

=====

Version 2
Molecular formula: C4H9N3
Method: DFT, ωB97M-V with the def2-TZVPD basis set

Structure (XYZ):
```
16
C4H9N3 (ωB97M-V with the def2-TZVPD basis set)
N -0.830 -1.079 -0.334
N -1.520 1.584 -0.279
N 0.396 2.301 0.326
C 0.184 -0.214 0.032
C -0.666 -2.349 -0.406
C -0.150 1.110 0.061
C 1.568 -0.684 0.376
H -0.900 2.647 -0.006
H 2.031 -1.217 -0.462
H 1.557 -1.374 1.227
H 2.221 0.150 0.637
H -1.787 1.360 -1.234
H 1.364 2.381 0.605
H -2.231 1.212 0.347
H -1.510 -2.964 -0.700
H 0.274 -2.863 -0.190
```

Kohn-Sham gap in eV: 7.88

=====

Version 3
Molecular formula: C4H9N3
Method: DFT, ωB97M-V with the def2-TZVPD basis set

Structure (XYZ):
```
16
C4H9N3 (ωB97M-V with the def2-TZVPD basis set)
N 1.127 -0.270 -0.275
N 0.613 1.961 -0.439
N -0.638 -1.444 -0.238
C 0.260 0.835 0.152
C 2.503 -0.450 0.137
C -2.841 -0.461 -0.021
C -1.373 -0.491 -0.089
H 3.035 -1.032 -0.617
H 0.583 2.792 0.143
H -3.239 0.513 -0.310
H 0.013 0.887 1.226
H -3.341 -1.192 -0.656
H -3.224 -0.705 0.972
H 2.545 -1.004 1.075
H 3.007 0.515 0.200
H 0.968 -0.454 -1.260
```

Kohn-Sham gap (spin up / spin down) in eV: 8.38 / 8.38
SMILES: [H]/N=C/NC.CC#N

=====

Stability order, top to bottom: version 1, version 2, version 3

=====

Version 1
Molecular formula: C4H9N3
Method: DFT, ωB97M-V with the def2-TZVPD basis set

Structure (XYZ):
```
16
C4H9N3 (ωB97M-V with the def2-TZVPD basis set)
N -0.881 1.603 -1.319
N 2.279 -1.423 -0.037
N 0.585 -0.375 -1.143
C -0.967 -0.612 1.800
C -1.145 0.646 -0.517
C 1.669 -0.314 -0.204
C -0.677 0.513 1.145
H -1.027 -1.541 1.244
H -1.688 2.023 -1.771
H -1.001 1.441 1.619
H 0.603 0.371 -1.836
H 2.192 0.649 -0.258
H 0.383 -1.345 -1.380
H -2.211 0.374 -0.465
H 3.232 -1.379 0.309
H -1.347 -0.632 2.813
```

Kohn-Sham gap in eV: 9.03
SMILES: [H]/N=C/C=C.[H]/N=C/N

=====

Version 2
Molecular formula: C4H9N3
Method: DFT, ωB97M-V with the def2-TZVPD basis set

Structure (XYZ):
```
16
C4H9N3 (ωB97M-V with the def2-TZVPD basis set)
N 0.732 1.089 1.251
N 1.820 0.828 -1.011
N -0.833 -0.765 -0.386
C 1.698 0.437 0.367
C -0.364 -1.300 1.102
C -1.941 0.160 -0.499
C 0.424 -0.122 0.834
H -1.136 -1.200 1.868
H 1.088 1.481 -1.271
H 2.713 1.266 -1.205
H -2.525 0.161 0.421
H 0.125 -2.260 0.942
H -0.247 -0.881 -1.210
H -2.582 -0.136 -1.330
H 2.629 0.050 0.778
H -1.601 1.192 -0.651
```

Kohn-Sham gap in eV: 8.87

=====

Stability order, top to bottom: version 2, version 1